C25H21Cl3N2NiOS | the ωB97M-V functional and the def2-TZVPD basis

Output
2S+1: 3
HOMO-LUMO gap (alpha / beta) (eV): 5.0 / 5.9
HOMO (alpha / beta) (eV): -5.5 / -6.4
Calculated total energy (eV): -120699.206
Strongest force on any atom (eV/Å): 13.59
<S²>: 2.074

```
54
Properties=species:S:1:pos:R:3:nbo_charge:R:1
Ni 1.80211 -1.09175 0.01304 0.7033
Cl -0.30315 6.13267 -1.19659 0.0152
C -0.04460 4.53254 -0.56564 -0.0425
C 1.04081 4.31374 0.23652 -0.2417
C 1.24891 3.00736 0.68952 -0.0980
Cl 2.62968 2.62749 1.65704 0.0471
C 0.32513 2.05987 0.39780 0.2040
O 0.36980 0.34620 0.57279 -0.5848
C -1.02732 2.32409 -0.24145 -0.2585
Cl -2.05598 1.17423 0.09771 1.3313
C -1.00334 3.56452 -0.86642 -0.1827
H 1.71285 5.11251 0.51040 0.2513
H -1.82015 3.87257 -1.50809 0.2358
C -2.19802 1.48657 1.67020 -0.8551
C -3.14395 2.27577 -0.05700 -0.0108
C -4.37185 3.02282 0.16306 -0.7662
C -2.10625 0.87481 -1.47598 -0.8110
C -3.11190 0.09188 0.35313 -0.2528
C -4.07967 -0.79730 0.52443 -0.3610
C -3.58220 -2.07561 0.05024 -0.1866
C -2.18899 -2.27083 -0.29137 -0.2628
S -1.49888 -3.85982 -0.64260 0.3890
C 0.13169 -3.25547 -0.53547 0.1172
N 0.15864 -1.96597 -0.36244 -0.5266
C -1.03675 -1.36309 -0.20907 0.0794
C -1.04499 -0.00440 0.07124 -0.1105
C 1.44742 -3.89489 -0.41103 -0.0975
C 1.68370 -5.26628 -0.50088 -0.2095
C 2.95026 -5.75688 -0.24202 -0.2591
C 3.97373 -4.87618 0.09327 -0.1946
C 3.74312 -3.50284 0.15441 -0.2595
C 2.48034 -2.95902 -0.08088 -0.3462
H -2.05473 2.78434 1.83623 0.1812
H -1.34467 1.42531 2.39028 0.2313
H -3.06058 1.41247 2.34833 0.1961
H -4.34303 4.00711 -0.31127 0.2391
H -4.59350 3.16078 1.22909 0.2277
H -5.16096 2.45930 -0.34750 0.2496
H -2.90677 1.71787 -2.07175 0.1673
H -2.75708 0.13844 -1.97188 0.2446
H -1.35836 1.02893 -2.26618 0.2181
H -5.03113 -0.63646 1.01461 0.2369
H -4.25648 -2.92380 0.03909 0.2191
H -1.02291 1.26386 0.72917 0.3402
H 0.86804 -5.93879 -0.75160 0.2006
H 3.14298 -6.82104 -0.28962 0.2060
H 4.96598 -5.25938 0.30969 0.1976
H 4.58179 -2.86069 0.41374 0.1788
C 6.02288 0.29905 -0.07032 -0.7154
C 4.59566 0.01042 -0.04226 0.3563
N 3.47863 -0.25106 -0.02517 -0.4005
H 6.45515 -0.10408 -0.98480 0.2594
H 6.50561 -0.16576 0.78818 0.2577
H 6.19329 1.37389 -0.03396 0.2526
```